Run a
Density functional theory data (ωB97M-V with the def2-TZVPD basis set) for one molecule with the formula C17H18N2S.

Kohn-Sham gap   8.39 eV
Structure (SMILES)   C[C@H]1CN(Cc2ccccc2)c2ccccc2NC1=S
HOMO level   -0.28410 Eh

Each atom is followed by the atoms it is bonded to, with distances in Å.
Element x y z (Å)
1 C -2.367 -2.684 1.557  C2 1.522, H21 1.087, H22 1.087, H23 1.087
2 C -1.959 -1.379 0.886  C1 1.522, C3 1.535, C19 1.499, H24 1.098
3 C -0.443 -1.149 0.975  C2 1.535, N4 1.446, H25 1.101, H26 1.096
4 N -0.106 0.253 1.085  C3 1.446, C5 1.456, C12 1.386
5 C 1.298 0.440 1.422  N4 1.456, C6 1.512, H27 1.089, H28 1.095
6 C 2.203 -0.089 0.333  C5 1.512, C7 1.390, C11 1.388
7 C 2.187 0.509 -0.922  C6 1.390, C8 1.383, H29 1.081
8 C 2.978 0.017 -1.943  C7 1.383, C9 1.385, H30 1.080
9 C 3.797 -1.078 -1.721  C8 1.385, C10 1.384, H31 1.080
10 C 3.820 -1.678 -0.474  C9 1.384, C11 1.384, H32 1.080
11 C 3.023 -1.188 0.546  C6 1.388, C10 1.384, H33 1.081
12 C -0.769 1.240 0.374  N4 1.386, C13 1.405, C17 1.411
13 C -0.593 2.572 0.786  C12 1.405, C14 1.376, H34 1.079
14 C -1.142 3.641 0.116  C13 1.376, C15 1.386, H35 1.079
15 C -1.919 3.425 -1.011  C14 1.386, C16 1.377, H36 1.078
16 C -2.167 2.127 -1.401  C15 1.377, C17 1.396, H37 1.081
17 C -1.636 1.031 -0.719  C12 1.411, C16 1.396, N18 1.403
18 N -2.016 -0.221 -1.227  C17 1.403, C19 1.343, H38 1.014
19 C -2.319 -1.351 -0.569  C2 1.499, N18 1.343, S20 1.642
20 S -2.967 -2.615 -1.392  C19 1.642
21 H -1.839 -3.520 1.104  C1 1.087
22 H -3.434 -2.851 1.431  C1 1.087
23 H -2.139 -2.650 2.619  C1 1.087
24 H -2.462 -0.540 1.384  C2 1.098
25 H 0.053 -1.631 0.119  C3 1.101
26 H -0.063 -1.630 1.884  C3 1.096
27 H 1.506 1.498 1.573  C5 1.089
28 H 1.495 -0.086 2.363  C5 1.095
29 H 1.546 1.363 -1.096  C7 1.081
30 H 2.956 0.489 -2.914  C8 1.080
31 H 4.415 -1.462 -2.519  C9 1.080
32 H 4.456 -2.533 -0.296  C10 1.080
33 H 3.040 -1.662 1.517  C11 1.081
34 H -0.007 2.766 1.671  C13 1.079
35 H -0.965 4.644 0.474  C14 1.079
36 H -2.340 4.251 -1.563  C15 1.078
37 H -2.797 1.937 -2.259  C16 1.081
38 H -2.323 -0.208 -2.194  N18 1.014

Results of the Löwdin charge analysis, in e, for atoms 1 through 2: -0.11 -0.34

Run b
Density functional theory data (ωB97M-V with the def2-TZVPD basis set) for one molecule with the formula C17H18N2S.

Kohn-Sham gap   7.12 eV
Structure (SMILES)   CCCCCC#C/C=C1/Cn2c(nc3ccccc32)S1
HOMO level   -0.26516 Eh

Each atom is followed by the atoms it is bonded to, with distances in Å.
Element x y z (Å)
1 C 6.839 0.593 1.186  C2 1.595, H21 1.036, H22 1.021, H23 1.137
2 C 6.626 0.322 -0.371  C1 1.595, C3 1.594, H24 0.942, H25 1.190
3 C 5.427 1.222 -0.911  C2 1.594, C4 1.682, H26 1.138, H27 1.104
4 C 4.015 0.310 -0.957  C3 1.682, C5 1.784, H28 1.102, H29 1.089
5 C 3.372 -0.223 0.619  C4 1.784, C6 1.378, H30 1.115, H31 0.955
6 C 2.129 -0.675 0.235  C5 1.378, C7 1.229
7 C 1.004 -1.164 0.142  C6 1.229, C8 1.347
8 C -0.185 -1.795 0.105  C7 1.347, C9 1.562, H32 1.081
9 C -1.404 -0.818 0.140  C8 1.562, C10 1.599, S20 1.665
10 C -2.859 -1.481 0.142  C9 1.599, N11 1.318, H33 0.997, H34 1.102
11 N -3.665 -0.455 -0.047  C10 1.318, C12 1.237, C19 1.369
12 C -3.046 0.608 0.084  N11 1.237, N13 1.522, S20 1.626
13 N -3.904 1.851 0.280  C12 1.522, C14 1.477
14 C -5.158 1.129 -0.017  N13 1.477, C15 1.457, C19 1.354
15 C -6.496 1.657 0.216  C14 1.457, C16 1.400, H35 1.260
16 C -7.454 0.660 -0.005  C15 1.400, C17 1.277, H36 1.098
17 C -7.343 -0.608 -0.103  C16 1.277, C18 1.465, H37 0.954
18 C -5.941 -1.014 -0.230  C17 1.465, C19 1.277, H38 1.040
19 C -5.004 -0.211 0.100  N11 1.369, C14 1.354, C18 1.277
20 S -1.441 0.845 0.191  C9 1.665, C12 1.626
21 H 5.992 0.538 1.781  C1 1.036
22 H 7.676 0.012 1.241  C1 1.021
23 H 7.021 1.665 1.521  C1 1.137
24 H 7.333 0.468 -0.976  C2 0.942
25 H 6.261 -0.802 -0.516  C2 1.190
26 H 5.444 1.449 -2.026  C3 1.138
27 H 5.162 2.061 -0.244  C3 1.104
28 H 3.215 0.788 -1.546  C4 1.102
29 H 4.034 -0.629 -1.508  C4 1.089
30 H 3.437 0.735 1.185  C5 1.115
31 H 4.163 -0.711 0.839  C5 0.955
32 H -0.364 -2.860 0.119  C8 1.081
33 H -2.963 -2.166 0.858  C10 0.997
34 H -2.918 -2.061 -0.793  C10 1.102
35 H -6.529 2.915 0.156  C15 1.260
36 H -8.484 1.033 -0.079  C16 1.098
37 H -8.086 -1.170 -0.308  C17 0.954
38 H -5.905 -2.017 -0.505  C18 1.040

Results of the Löwdin charge analysis, in e, for atoms 1 through 2: -0.08 -0.20

The structure with the least stability is run b.